The following is a quantum chemistry calculation of a single C4HNO molecule in a non-equilibrium geometry, from the OMol25 dataset.

```
! RIJCOSX wB97M-V def2-TZVPD def2/J DEFGRID3
* xyz 0 1
O 1.31 0.17 -0.82
C 0.43 -0.38 0.01
C -0.33 0.44 0.86
C -1.12 0.99 1.59
C 0.84 -0.99 -1.47
N 0.69 -1.70 -2.39
H -1.83 1.48 2.22
*
```

Values from the calculation:
DFT total energy = -282.75519 Ha
ΔE to the lowest compared entry with this formula, charge and spin = 425.4 kJ/mol
Highest occupied orbital energy (alpha / beta) = -9.2 / -9.2 eV
E_LUMO (alpha / beta) = -2.083 / -2.079 eV

The following is a quantum chemistry calculation of a molecular structure, C4H5O5Tb in a non-equilibrium geometry, from the OMol25 dataset.

```
! RIJCOSX wB97M-V def2-TZVPD def2/J DEFGRID3
* xyz 1 8
O -1.47 0.45 -1.21
O -0.68 2.54 -1.39
C -0.53 1.33 -1.20
C 0.79 0.84 -0.62
O 0.77 -0.57 -0.47
C 1.87 -1.10 0.24
Tb -1.23 -1.69 -1.14
H 0.94 1.32 0.37
H 1.62 1.14 -1.28
H 1.57 -2.08 0.63
H 2.73 -1.22 -0.43
H 2.14 -0.45 1.08
O -2.33 -1.07 1.28
C -2.83 -0.12 1.74
O -3.35 0.67 2.41
*
```

Values from the calculation:
DFT total energy = -1355.85887 Ha
ΔE to the lowest compared entry with this formula, charge and spin = 0.0 kJ/mol
Highest occupied orbital energy (alpha / beta) = -13.0 / -12.5 eV
E_LUMO (alpha / beta) = -3.710 / -4.986 eV

The following is a quantum chemistry calculation of a molecular structure, C22H30N11O5S2W in a non-equilibrium geometry, from the OMol25 dataset.

```
! RIJCOSX wB97M-V def2-TZVPD def2/J DEFGRID3
* xyz 3 1
W 1.49 0.16 -1.29
N 4.01 -1.76 1.80
C 3.40 -0.89 1.02
S 1.62 -0.85 1.02
N 4.08 -0.01 0.34
N 3.33 0.77 -0.45
C 3.83 1.91 -0.82
C 2.98 2.77 -1.61
C 3.35 4.04 -2.02
C 2.44 4.80 -2.75
C 1.19 4.27 -3.04
C 0.89 3.00 -2.60
N 1.76 2.25 -1.90
H 3.50 -2.40 2.38
H 5.02 -1.79 1.84
H 4.82 2.20 -0.48
H 4.33 4.42 -1.77
H 2.70 5.80 -3.07
H 0.46 4.84 -3.60
H -0.08 2.56 -2.79
O 0.18 -5.78 -0.77
C 0.45 -4.65 -0.98
C 1.88 -4.05 -1.11
O 2.92 -4.59 -0.94
C 1.63 -2.60 -1.41
C 0.30 -2.31 -1.40
O 0.02 -1.00 -1.55
C -0.56 -3.48 -1.14
O -1.75 -3.51 -1.01
O 2.43 -1.57 -1.57
C -5.53 -3.12 0.22
C -4.98 -1.71 0.19
C -4.22 -1.36 1.47
C -3.72 0.09 1.50
N -2.53 0.31 0.65
C -1.33 0.67 1.03
S -0.31 1.53 -0.18
N -0.84 0.61 2.24
C -1.26 -0.14 3.44
C -1.53 0.78 4.63
C -0.28 1.38 5.29
C 0.39 2.53 4.53
H -6.11 -3.33 -0.67
H -6.17 -3.28 1.10
H -4.72 -3.86 0.28
H -5.80 -1.00 0.06
H -4.32 -1.60 -0.68
H -3.38 -2.04 1.62
H -4.90 -1.48 2.32
H -3.49 0.42 2.51
H -4.50 0.74 1.11
H -2.72 0.35 -0.34
H 0.01 1.14 2.40
H -0.43 -0.81 3.68
H -2.13 -0.75 3.21
H -2.06 0.18 5.37
H -2.21 1.58 4.33
H 0.45 0.59 5.49
H -0.59 1.76 6.27
H 0.99 2.18 3.68
H 1.06 3.07 5.18
H -0.36 3.24 4.17
N 0.23 -0.22 -5.84
N 1.27 -0.12 -5.03
N 2.50 -0.25 -5.47
C 3.24 -0.05 -4.39
N 2.45 0.21 -3.35
N 1.18 0.15 -3.76
H 0.41 -0.54 -6.78
H -0.69 -0.30 -5.43
H 4.31 -0.09 -4.38
*
```

Values from the calculation:
DFT total energy = -2697.27506 Ha
ΔE to the lowest compared entry with this formula, charge and spin = 155.0 kJ/mol
Highest occupied orbital energy (alpha / beta) = -17.0 / -17.0 eV
E_LUMO (alpha / beta) = -11.728 / -11.729 eV

The following is a quantum chemistry calculation of a molecular structure, C64H52BiBrFGeO2P3 in a non-equilibrium geometry, from the OMol25 dataset.

```
! RIJCOSX wB97M-V def2-TZVPD def2/J DEFGRID3
* xyz 2 1
Bi -1.41 -0.81 0.36
F 3.59 -3.00 0.12
Ge 2.53 -1.60 0.02
C 1.57 -2.16 1.60
C 1.32 -3.52 1.66
C 1.04 -4.17 2.87
C 0.82 -3.41 3.99
C 0.97 -2.01 3.94
C 1.32 -1.34 2.72
P 1.44 0.50 2.59
C -0.26 1.00 3.07
C -1.26 0.28 3.67
C -2.38 0.95 4.19
C -2.43 2.32 4.07
C -1.35 3.08 3.65
C -0.32 2.39 3.01
C 2.37 0.98 4.11
C 3.74 0.50 4.08
C 4.70 0.84 5.06
C 4.34 1.61 6.12
C 3.06 2.08 6.13
C 2.09 1.84 5.16
C 1.89 -1.85 -1.88
C 3.07 -1.85 -2.69
C 3.09 -1.73 -4.05
C 1.90 -1.76 -4.71
C 0.75 -1.87 -4.01
C 0.71 -1.86 -2.61
P -0.93 -2.06 -1.91
C -1.48 -3.81 -1.87
C -1.56 -4.35 -0.56
C -2.11 -5.59 -0.30
C -2.59 -6.27 -1.36
C -2.58 -5.75 -2.68
C -1.92 -4.56 -2.97
C -2.10 -1.31 -3.10
C -1.76 -0.23 -3.92
C -2.73 0.31 -4.78
C -4.04 -0.23 -4.91
C -4.29 -1.35 -4.12
C -3.34 -1.93 -3.28
C 3.92 -0.23 0.24
C 5.17 -0.77 0.40
C 6.28 0.07 0.37
C 6.12 1.41 0.28
C 4.89 1.96 0.08
C 3.76 1.11 0.06
P 2.09 1.79 -0.43
C 2.28 2.57 -2.07
C 2.48 3.86 -2.40
C 2.37 4.30 -3.73
C 2.17 3.45 -4.77
C 2.03 2.08 -4.42
C 2.06 1.65 -3.13
C 1.92 3.27 0.59
C 0.76 3.97 0.23
C 0.40 5.14 0.94
C 1.16 5.49 2.05
C 2.28 4.80 2.45
C 2.70 3.66 1.71
H 1.60 -4.06 0.80
H 0.77 -5.19 2.85
H 0.65 -3.90 4.98
H 0.90 -1.45 4.84
H -1.22 -0.83 3.89
H -3.22 0.38 4.51
H -3.30 2.89 4.47
H -1.39 4.17 3.63
H 0.60 2.89 2.52
H 3.96 -0.26 3.33
H 5.74 0.38 4.96
H 5.05 1.85 6.96
H 2.71 2.61 7.00
H 1.03 2.12 5.30
H 3.96 -1.90 -2.14
H 4.01 -1.53 -4.54
H 1.88 -1.67 -5.81
H -0.17 -1.99 -4.61
H -1.10 -3.75 0.22
H -2.25 -5.94 0.71
H -3.18 -7.17 -1.16
H -2.93 -6.38 -3.45
H -2.02 -4.09 -3.93
H -0.78 0.24 -3.94
H -2.37 1.08 -5.48
H -4.84 0.23 -5.47
H -5.24 -1.88 -4.15
H -3.63 -2.82 -2.70
H 5.34 -1.85 0.37
H 7.32 -0.19 0.53
H 7.05 2.01 0.27
H 4.86 3.03 -0.13
H 2.76 4.65 -1.69
H 2.46 5.36 -3.95
H 1.93 3.75 -5.80
H 1.85 1.36 -5.23
H 1.80 0.61 -3.07
H 0.17 3.58 -0.64
H -0.45 5.71 0.75
H 0.72 6.27 2.69
H 2.80 5.07 3.35
H 3.65 3.24 1.93
Br -2.64 2.19 0.60
C -4.24 1.67 -0.34
C -5.15 2.65 -0.79
C -6.37 2.22 -1.33
C -6.67 0.87 -1.34
C -5.79 -0.16 -0.85
C -6.23 -1.48 -0.81
C -5.40 -2.46 -0.38
C -4.08 -2.17 -0.12
C -3.61 -0.88 -0.16
C -4.49 0.27 -0.40
H -4.93 3.69 -0.60
H -7.12 2.95 -1.73
H -7.72 0.67 -1.64
H -7.26 -1.62 -0.99
H -5.71 -3.45 -0.27
H -3.42 -2.99 0.19
O -1.85 -3.01 2.01
H -2.46 -2.95 2.81
H -1.02 -3.44 2.38
O -0.60 0.57 -1.33
H -1.27 1.18 -1.77
H 0.24 1.10 -1.12
*
```

Values from the calculation:
DFT total energy = -8609.42656 Ha
ΔE to the lowest compared entry with this formula, charge and spin = 121.3 kJ/mol
Highest occupied orbital energy = -12.4 eV
E_LUMO = -5.476 eV

What did the first record say?
The following is a quantum chemistry calculation of a single C4HNO molecule in a non-equilibrium geometry, from the OMol25 dataset.

```
! RIJCOSX wB97M-V def2-TZVPD def2/J DEFGRID3
* xyz 0 1
O 1.31 0.17 -0.82
C 0.43 -0.38 0.01
C -0.33 0.44 0.86
C -1.12 0.99 1.59
C 0.84 -0.99 -1.47
N 0.69 -1.70 -2.39
H -1.83 1.48 2.22
*
```

Values from the calculation:
DFT total energy = -282.75519 Ha
ΔE to the lowest compared entry with this formula, charge and spin = 425.4 kJ/mol
Highest occupied orbital energy (alpha / beta) = -9.2 / -9.2 eV
E_LUMO (alpha / beta) = -2.083 / -2.079 eV

> Which value of ΔE to the lowest compared entry with this formula, charge and spin does entry 2 give?

0.0 kJ/mol

> The lowest DFT total energy belongs to which entry?

C64H52BiBrFGeO2P3

> Which of these has the highest ΔE to the lowest compared entry with this formula, charge and spin?

C4HNO